Record 1
This record from OMol25 describes 5 unconnected molecules or ions with the total composition C32H69Cl3N2O2PS at a distorted geometry. The level of theory is the ωB97M-V functional and the def2-TZVPD basis.

Last column: Löwdin charge in e.
CARTESIAN COORDINATES (ANGSTROEM)
C  1.046993  -2.775865  -9.472107  -0.138
C  1.074996  -1.748671  -8.196948  -0.276
C  1.101678  -2.702464  -6.886887  -0.635
Cl  2.825342  -3.253186  -6.617603  0.584
C  0.333330  -2.119716  -5.610841  -0.460
P  -1.528716  -2.086983  -6.148828  0.412
S  -2.252494  -3.882308  -6.348418  0.142
C  0.335373  -3.050837  -4.303668  -0.596
O  -0.638930  -2.845310  -3.472652  -0.150
O  1.216750  -4.049628  -4.005970  -0.160
N  0.632833  -0.722558  -5.207032  -0.213
N  -0.029285  0.256160  -5.944695  -0.002
C  2.023618  -0.423686  -4.923826  -0.570
Cl  3.264993  0.133800  -6.193586  0.510
C  2.547728  -0.484927  -3.591589  -0.566
C  1.701713  -0.872629  -2.303431  -0.114
Cl  4.325181  -0.068999  -3.280002  0.493
H  1.723556  -2.402245  -10.329840  0.070
H  1.466621  -3.801928  -9.139982  0.066
H  -0.008856  -2.973450  -9.853893  0.069
H  2.019336  -1.129265  -8.336444  0.061
H  0.119621  -1.130998  -8.292433  0.072
H  0.513842  -3.648219  -7.205187  0.079
H  -2.201707  -1.486510  -5.010746  0.000
H  -1.762802  -1.212156  -7.254373  -0.031
H  0.620075  1.005779  -6.262918  0.086
H  -0.729670  0.751209  -5.361145  0.095
H  1.973833  -1.917194  -1.912645  0.101
H  1.829094  -0.073891  -1.475689  0.070
H  0.581768  -0.839808  -2.584819  0.077
C  -0.157089  3.581246  2.922060  -0.115
C  -0.170299  4.287666  1.573699  -0.269
C  -1.489223  4.123034  0.816761  -0.230
C  -1.849267  2.682945  0.440865  -0.227
C  -0.809599  1.951577  -0.410069  -0.269
C  -0.578706  2.598737  -1.768359  -0.107
H  -0.271934  2.500242  2.812150  0.069
H  0.793292  3.762691  3.432370  0.062
H  -0.961855  3.950718  3.563920  0.063
H  0.667717  3.934655  0.964963  0.097
H  0.000988  5.357407  1.740466  0.103
H  -1.453485  4.738399  -0.088240  0.100
H  -2.302469  4.534623  1.426452  0.106
H  -2.803807  2.695738  -0.098842  0.109
H  -2.028934  2.101815  1.351738  0.101
H  -1.155144  0.924330  -0.570003  0.110
H  0.140403  1.874483  0.127770  0.092
H  -1.508952  2.645974  -2.341191  0.075
H  0.144272  2.014782  -2.345047  0.059
H  -0.181207  3.612270  -1.670514  0.066
C  -5.544551  -9.970239  -4.329920  -0.122
C  -4.931259  -9.269617  -3.125257  -0.278
C  -5.205202  -7.764874  -3.095661  -0.234
C  -4.625085  -6.972129  -4.270604  -0.229
C  -3.111718  -7.093792  -4.457050  -0.280
C  -2.313790  -6.560745  -3.274930  -0.103
H  -5.124270  -9.600894  -5.268279  0.065
H  -5.348912  -11.045343  -4.280888  0.065
H  -6.628027  -9.824625  -4.355976  0.071
H  -3.854993  -9.463827  -3.094819  0.099
H  -5.349225  -9.714835  -2.214773  0.100
H  -4.820373  -7.356876  -2.155424  0.100
H  -6.289688  -7.602225  -3.071043  0.104
H  -4.880813  -5.914865  -4.132901  0.110
H  -5.119322  -7.280792  -5.198617  0.098
H  -2.827120  -6.527060  -5.350324  0.053
H  -2.831575  -8.134172  -4.652517  0.096
H  -2.546100  -5.508930  -3.089884  0.077
H  -1.242570  -6.638283  -3.477605  0.078
H  -2.518810  -7.126411  -2.361396  0.060
C  -1.329403  7.081627  5.734166  -0.110
C  -0.166302  6.572059  6.574329  -0.270
C  -0.351435  5.131124  7.053596  -0.226
C  -1.552142  4.897504  7.974830  -0.228
C  -1.571153  5.742288  9.250002  -0.275
C  -0.390508  5.468808  10.171574  -0.117
H  -2.260383  7.105050  6.305802  0.066
H  -1.127909  8.099667  5.389598  0.070
H  -1.480575  6.450653  4.854174  0.067
H  -0.005191  7.241558  7.425004  0.097
H  0.746083  6.620038  5.969274  0.105
H  0.564563  4.809892  7.560316  0.101
H  -0.454931  4.477530  6.179654  0.099
H  -1.572496  3.836773  8.252221  0.110
H  -2.478708  5.078977  7.419809  0.101
H  -2.495546  5.522598  9.795977  0.104
H  -1.607427  6.807790  9.003639  0.098
H  -0.360838  4.416214  10.465496  0.075
H  -0.474640  6.071033  11.080500  0.068
H  0.560156  5.721348  9.695592  0.065
C  3.991382  2.288501  1.985802  -0.113
C  5.015970  1.322861  2.564637  -0.269
C  4.431664  0.381918  3.619885  -0.226
C  3.878041  1.068326  4.871968  -0.229
C  4.876044  1.943222  5.632638  -0.275
C  6.063724  1.164702  6.181532  -0.117
H  3.589823  2.957257  2.751468  0.059
H  4.453410  2.909848  1.213783  0.072
H  3.158698  1.746124  1.529951  0.072
H  5.860099  1.884730  2.976683  0.097
H  5.421399  0.715934  1.747553  0.107
H  5.201433  -0.340636  3.910294  0.100
H  3.626523  -0.205772  3.164102  0.112
H  3.497058  0.294536  5.549353  0.109
H  3.011292  1.680193  4.599670  0.095
H  4.352336  2.414584  6.472096  0.102
H  5.232325  2.759688  4.997268  0.098
H  5.731523  0.369790  6.854659  0.074
H  6.723016  1.830918  6.745042  0.067
H  6.655912  0.714434  5.381178  0.066

Cartesian forces (eV/Å) of the 3 atoms listed first:
C 0.61 -0.33 0.20
C -0.01 -1.56 -1.32
C -1.20 0.18 -0.83

Largest force on an atom ... 0.123 Eh/bohr
E_tot ... -99069.188 eV
Charge ... -1

Record 2
This record from OMol25 describes a molecular structure, C10H9Cl3I2InLaO6S at a distorted geometry. The level of theory is the ωB97M-V functional and the def2-TZVPD basis.

Last column: Löwdin charge in e.
CARTESIAN COORDINATES (ANGSTROEM)
I  -1.263477  3.289391  2.441751  0.383
I  -2.025964  0.924079  3.625978  0.371
La  0.489359  -1.142137  1.254619  1.507
In  1.210767  1.193143  -0.227058  0.674
S  -1.166718  0.519078  -0.042907  0.581
C  0.983883  1.740670  -2.418104  0.016
C  3.252652  1.926557  -0.520164  0.062
C  -2.017833  -0.055723  -1.513368  -0.869
C  -3.173046  -0.851364  -0.901706  -0.047
C  -1.232788  -0.844662  -2.546560  -0.033
C  -2.458190  1.325732  -2.008875  -0.089
C  1.715748  -2.923228  1.876680  -0.278
C  -0.589314  -3.068173  -0.009881  -0.070
O  4.278206  2.363636  -0.707881  0.342
O  0.902353  2.083411  -3.500270  0.298
O  2.306916  -3.747561  2.355891  0.250
O  -1.120796  -3.961834  -0.460851  0.242
H  -3.882606  -1.029871  -1.705985  0.139
H  -3.653550  -0.272611  -0.103485  0.108
H  -2.838367  -1.807968  -0.488979  0.072
H  -1.945671  -1.027083  -3.365741  0.143
H  -0.890635  -1.814184  -2.161369  0.068
H  -0.378710  -0.276453  -2.935718  0.067
H  -3.160377  1.148108  -2.809343  0.123
H  -1.604679  1.903383  -2.369743  0.071
H  -2.942486  1.872062  -1.191433  0.101
Cl  4.901215  0.728853  3.705595  0.818
C  3.459209  -0.023784  3.075811  -1.398
Cl  3.864916  -0.851047  1.480507  0.674
Cl  2.824225  -1.243020  4.218983  0.761
C  2.371287  1.087022  2.763838  -0.694
O  2.544854  2.218159  3.042869  0.186
O  1.239612  0.617417  2.146899  -0.581

Cartesian forces (eV/Å) of the 3 atoms listed first:
I -0.13 -0.80 0.41
I 0.47 0.63 -0.69
La -3.45 0.84 2.70

Largest force on an atom ... 0.160 Eh/bohr
E_tot ... -93387.935 eV
Charge ... +4

Record 3
This record from OMol25 describes 2 unconnected molecules or ions with the total composition CH4OS at a distorted geometry. The level of theory is the ωB97M-V functional and the def2-TZVPD basis.

Last column: Löwdin charge in e.
CARTESIAN COORDINATES (ANGSTROEM)
C  -0.278493  -0.939009  -0.773923  0.074
O  -0.017991  1.235133  0.044409  -0.718
S  0.942988  1.428604  1.181397  0.750
H  0.391930  -1.389301  0.006677  0.034
H  0.215726  -0.462984  -1.559754  -0.034
H  -1.307862  -1.093300  -1.085298  0.011
H  0.053702  1.220857  2.186491  -0.117

Cartesian forces (eV/Å) of the 3 atoms listed first:
C 0.50 -0.24 0.70
O -0.71 -0.17 -1.50
S 0.16 -0.03 1.04

Largest force on an atom ... 0.033 Eh/bohr
ΔE to the lowest compared entry with this formula, charge and spin ... 76.53 kcal/mol
E_tot ... -13980.470 eV

Record 4
This record from OMol25 describes a single C4H5NO molecule at a distorted geometry. The level of theory is the ωB97M-V functional and the def2-TZVPD basis.

Last column: Löwdin charge in e.
CARTESIAN COORDINATES (ANGSTROEM)
C  1.586678  -0.723151  0.557073  -0.052
C  0.253351  -0.189888  0.213251  -0.370
C  -0.801559  0.099837  1.006047  -0.058
N  -1.703733  0.619037  0.051676  0.036
C  -1.207452  0.622792  -1.187831  -0.132
O  -0.013938  0.092497  -1.142975  0.063
H  2.392269  -0.045190  0.261861  0.080
H  1.617380  -0.846381  1.644149  0.084
H  1.753997  -1.696140  0.092003  0.078
H  -2.281251  1.155781  0.667366  0.124
H  -1.595743  0.910806  -2.162621  0.148

Cartesian forces (eV/Å) of the 3 atoms listed first:
C 0.19 -0.15 -0.08
C 0.20 -0.34 0.15
C 0.71 -0.25 -0.04

Largest force on an atom ... 0.043 Eh/bohr
ΔE to the lowest compared entry with this formula, charge and spin ... 69.55 kcal/mol
E_tot ... -7763.510 eV

Record 5
This record from OMol25 describes 2 unconnected molecules or ions with the total composition C6H17NO at a distorted geometry. The level of theory is the ωB97M-V functional and the def2-TZVPD basis.

Last column: Löwdin charge in e.
CARTESIAN COORDINATES (ANGSTROEM)
C  2.532940  -0.877748  -0.385504  -0.126
N  1.244158  -0.600008  0.276580  -0.073
C  0.359446  0.074959  -0.646042  -0.449
C  -0.752047  0.769824  0.128250  -0.208
C  -0.311832  1.989074  0.939766  -0.253
C  -1.514145  2.919893  1.231176  -0.111
C  -0.319463  -0.868087  -1.665618  -0.063
H  3.191720  -0.026205  -0.189616  0.071
H  2.469719  -0.948700  -1.472844  0.065
H  3.058776  -1.722175  0.060456  0.075
H  0.905991  -1.428970  0.742911  0.092
H  0.908219  0.814649  -1.236147  0.139
H  -1.545373  1.014330  -0.584177  0.113
H  -1.125206  0.010871  0.825123  0.119
H  0.309847  1.678791  1.772997  0.103
H  0.315668  2.576133  0.285571  0.092
H  -2.387250  2.305925  1.487599  0.066
H  -1.708209  3.562105  0.379879  0.070
H  -1.329265  3.381273  2.207233  0.065
H  -1.021497  -1.476982  -1.088793  0.057
H  0.426012  -1.503325  -2.144450  0.065
H  -0.928132  -0.351600  -2.411189  0.075
H  -1.662493  -3.479628  0.262780  0.039
H  -0.261441  -4.237074  0.438702  0.031
O  -0.856140  -3.577328  0.785356  -0.056

Cartesian forces (eV/Å) of the 3 atoms listed first:
C 0.27 0.78 0.88
N 1.63 0.09 -0.69
C -1.44 -0.27 -0.28

Largest force on an atom ... 0.046 Eh/bohr
ΔE to the lowest compared entry with this formula, charge and spin ... 19.44 kcal/mol
SMILES ... CCC[C@H](C)NC.O
E_tot ... -10034.739 eV

Record 6
This record from OMol25 describes a molecular structure, C6H8INO2S at a distorted geometry. The level of theory is the ωB97M-V functional and the def2-TZVPD basis.

Last column: Löwdin charge in e.
CARTESIAN COORDINATES (ANGSTROEM)
C  1.364964  -0.224194  -0.190369  -0.075
C  -0.543061  -1.698314  0.579998  -0.065
C  -1.394561  2.269996  -0.485887  -0.025
C  0.390978  -0.613245  0.953165  -0.165
C  0.108770  -0.111622  -1.129146  -0.249
C  -0.814412  -0.354995  0.072849  -0.676
N  -1.983570  0.444787  0.259257  -0.483
O  0.747459  2.304560  -2.235166  -0.318
O  -1.371916  1.255400  -2.845189  -0.352
S  -0.400971  1.537229  -1.826598  0.633
I  -3.572229  -0.359249  -0.655852  0.879
H  1.823588  0.741813  -0.103229  0.097
H  2.135751  -1.052804  -0.359262  0.137
H  -0.259975  -2.379173  -0.257765  0.136
H  -1.004795  -2.143408  1.425288  0.109
H  -2.368661  2.511208  -0.910826  0.046
H  -1.070576  2.917057  0.317475  0.071
H  0.385462  -0.125945  1.954480  0.156
H  0.158917  -0.800186  -2.006619  0.143

Cartesian forces (eV/Å) of the 3 atoms listed first:
C -0.37 -1.49 0.19
C 0.77 -1.49 -1.25
C -1.63 -3.85 0.09

Largest force on an atom ... 0.081 Eh/bohr
ΔE to the lowest compared entry with this formula, charge and spin ... 120.59 kcal/mol
E_tot ... -30866.899 eV

Record 7
This record from OMol25 describes a gas-phase ion, C3H8N5 (charge +1) at a distorted geometry. The level of theory is the ωB97M-V functional and the def2-TZVPD basis.

Last column: Löwdin charge in e.
CARTESIAN COORDINATES (ANGSTROEM)
C  -0.960742  1.219999  0.075400  -0.010
C  0.255073  1.686013  -0.122114  -0.115
C  -1.187996  -0.232232  -0.164185  -0.372
N  -0.234255  -1.014444  -0.582760  0.091
N  1.235348  0.892579  -0.617559  0.101
N  -2.417495  -0.652053  -0.137368  0.231
N  1.763920  -1.081173  0.481779  0.090
N  1.045312  -0.639728  -0.587887  -0.193
H  -1.785624  1.768309  0.523041  0.120
H  0.360245  2.774651  0.057865  0.160
H  2.096887  1.235027  -0.335316  0.114
H  -3.063136  0.025205  0.086883  0.104
H  -2.411823  -1.609780  -0.274125  0.114
H  1.259354  -1.514999  1.286116  0.140
H  2.371504  -1.957432  0.263630  0.166
H  1.504911  -0.880331  -1.562521  0.258

Cartesian forces (eV/Å) of the 3 atoms listed first:
C -1.50 -1.93 0.80
C -1.47 0.93 0.27
C 2.12 3.61 -0.70

Largest force on an atom ... 0.119 Eh/bohr
ΔE to the lowest compared entry with this formula, charge and spin ... 90.93 kcal/mol
SMILES ... NC1=N[N@H+](N)NC=C1
E_tot ... -10680.538 eV
Charge ... +1

Record 8
This record from OMol25 describes a molecular structure, CH3FOSr at a distorted geometry. The level of theory is the ωB97M-V functional and the def2-TZVPD basis.

Last column: Löwdin charge in e.
CARTESIAN COORDINATES (ANGSTROEM)
F  -0.003239  1.714658  0.297303  -0.801
O  -0.749896  -1.127250  0.370772  -0.732
Sr  1.111220  -0.015396  0.754008  1.592
C  -2.157950  -0.627082  -0.043014  -0.216
H  -2.880649  -1.371199  -0.431973  0.033
H  -2.094158  -0.115251  -1.022221  0.062
H  -2.750641  -0.425744  0.870953  0.062

Cartesian forces (eV/Å) of the 3 atoms listed first:
F 0.48 0.51 0.05
O -2.75 0.69 -0.89
Sr -1.30 -0.28 -0.30

Largest force on an atom ... 0.061 Eh/bohr
E_tot ... -6685.861 eV